(1)
C2H6O2Se | ωB97M-V with the def2-TZVPD basis set

* energy relative to the best compared isomer or geometry (same formula, charge and spin): 41.7 kcal/mol
* E: -71609.07386 eV
* lowest unoccupied orbital energy: 0.55 eV
* E_HOMO: -9.0 eV
* Kohn-Sham gap: 0.3522 hartree
* charge: 0

Element x y z (Å)
C  1.31539  -0.05971  -0.96036
C  -1.03748  0.78100  0.93150
O  0.76124  -1.23587  -1.43453
O  -1.81094  -0.37607  0.86083
Se  -0.15401  1.27667  -0.75591
H  2.26164  0.20584  -1.40940
H  1.84773  -0.57005  0.49739
H  -0.24532  0.64257  1.79186
H  -1.64434  1.67085  1.14924
H  -0.08740  -1.17052  -1.82429
H  -1.20649  -1.16472  1.15367

=====

(2)
C2H3Br3ClP | ωB97M-V with the def2-TZVPD basis set

* energy relative to the best compared isomer or geometry (same formula, charge and spin): 18.5 kcal/mol
* E: -234061.77914 eV
* lowest unoccupied orbital energy: -0.20 eV
* E_HOMO: -9.6 eV
* Kohn-Sham gap: 0.3459 hartree
* structure (SMILES): C[C@@](Cl)(Br)P(Br)Br
* charge: 0

Element x y z (Å)
C  1.08840  -0.24396  -0.06522
C  -0.01356  0.70773  0.39550
Cl  -0.10457  0.59249  2.38929
Br  0.10258  2.46838  -0.14613
P  -1.80210  -0.06598  0.01799
Br  -1.91020  0.36337  -2.19983
Br  -1.47949  -2.21724  0.21250
H  1.00813  -1.27150  0.46195
H  2.17984  0.16139  0.14010
H  0.93097  -0.49469  -1.20614

=====

> Look up the charge of the first one.

0

=====

> Which of these has the highest energy relative to the best compared isomer or geometry (same formula, charge and spin)?

C2H6O2Se